Computed, not measured: a cluster of 31 separate species, BF4H60O30 in total, with wB97M-V/def2-TZVPD.

The HOMO energy is -8.2623 eV. The calculation puts the energy above the lowest of the compared OMol25 structures with the same formula, charge and spin at 15.7 kcal/mol. The spin multiplicity is 1. Its total charge is -1. The calculation puts the frontier orbital gap at 9.4 eV.

Geometry (Å):
B -0.04774 -0.50701 -0.13338
F 0.70278 0.60953 -0.46761
F -1.06273 -0.16266 0.76567
F -0.53385 -0.91874 -1.28890
F 0.83016 -1.39126 0.43399
O -6.56457 -0.31724 -0.71520
H -5.86298 0.22217 -0.35043
H -6.31057 -0.45652 -1.62751
O 1.69859 -3.45030 -4.64403
H 2.11078 -4.15574 -4.14535
H 1.47694 -2.79002 -3.98743
O 5.11913 -0.05425 -0.80938
H 5.59140 -0.88681 -0.81356
H 5.56399 0.47732 -1.46951
O 1.45911 1.34790 -3.33696
H 0.77375 1.28463 -2.67175
H 1.98325 0.55589 -3.21762
O 0.85505 3.69672 3.51547
H 1.59796 4.28606 3.38512
H 1.15921 2.85078 3.18668
O 3.07940 -3.48249 4.18013
H 3.25614 -3.06787 3.33568
H 2.73162 -2.77709 4.72572
O -3.67528 -1.05364 1.87137
H -3.76679 -1.91596 1.46606
H -2.78303 -0.78122 1.65711
O 2.89725 -0.85074 -2.58679
H 2.68855 -1.73236 -2.27786
H 3.07851 -0.35359 -1.78917
O 2.20339 4.04551 -0.07040
H 3.11296 4.05950 0.22748
H 2.17835 4.67103 -0.79450
O -3.47291 0.28961 -1.11212
H -3.25436 -0.33950 -1.79965
H -2.91532 0.04228 -0.37445
O 4.33376 -4.25280 -1.34479
H 3.81638 -4.73966 -1.98629
H 4.15763 -4.69091 -0.51215
O -5.11210 2.59070 -1.58674
H -4.56485 1.82253 -1.42340
H -4.74827 3.26975 -1.01863
O -1.48197 -0.21370 -3.48677
H -0.95268 -0.42302 -2.71720
H -1.44445 0.74057 -3.55151
O -2.15161 3.92506 2.43814
H -2.14969 4.03178 1.48690
H -1.25376 3.67227 2.65307
O -4.73291 -2.41084 4.53018
H -4.21007 -3.20563 4.63591
H -4.59562 -2.15275 3.61871
O -1.57539 -0.78372 -6.20767
H -2.25853 -0.17303 -6.48447
H -1.54625 -0.69545 -5.25499
O 1.31876 3.21190 -5.26015
H 1.27794 2.56367 -4.55705
H 0.77149 2.84666 -5.95536
O -0.48765 5.73171 -1.15796
H 0.43292 5.98663 -1.21958
H -0.50423 5.05375 -0.48242
O -0.34401 3.22180 0.12192
H 0.58644 3.44608 0.10880
H -0.36712 2.31053 0.41400
O 1.80095 -0.06076 4.39481
H 2.53888 -0.16495 4.99551
H 1.08118 -0.53153 4.81497
O 0.32318 -4.80376 0.23350
H 0.26033 -4.30956 1.05085
H 1.02539 -5.43553 0.38843
O -5.24622 3.69696 1.40027
H -4.37051 3.39596 1.15786
H -5.17304 4.65096 1.42771
O 4.74493 1.67541 1.82541
H 4.70018 1.02165 1.12769
H 3.86431 2.04882 1.86126
O 1.31893 -3.16278 -1.82487
H 1.01717 -3.95856 -1.38679
H 0.72353 -2.47918 -1.51760
O -1.99365 -2.82695 -0.06649
H -1.64094 -2.10480 -0.58643
H -1.22345 -3.24056 0.32333
O -1.28344 2.29768 -2.51946
H -2.06689 2.71818 -2.87388
H -0.96418 2.90714 -1.85398
O 2.00833 1.66487 2.29651
H 1.35266 1.36973 1.66468
H 1.98160 1.00969 2.99385
O -1.15447 -0.73727 3.97603
H -1.09673 -0.87834 3.03104
H -1.04886 -1.60955 4.35578
O 3.02414 -2.12886 1.80250
H 2.18013 -1.93484 1.39478
H 3.51272 -1.30775 1.74529
O 0.29513 -4.71489 3.16997
H 0.31338 -4.50526 4.10376
H 1.08300 -5.23914 3.02626